[1]
{
  "formula": "C32H51ClO12",
  "method": "wB97M-V/def2-TZVPD",
  "total_charge": 0,
  "gap_ev": 10.16,
  "energy_ha": -2612.913937,
  "spin_multiplicity": 1,
  "species": ["C", "C", "C", "C", "O", "C", "Cl", "C", "C", "C", "C", "O", "C", "C", "C", "H", "H", "H", "H", "H", "H", "H", "H", "H", "H", "H", "H", "H", "H", "H", "H", "H", "H", "H", "H", "H", "O", "C", "C", "C", "C", "O", "H", "H", "H", "H", "H", "H", "O", "C", "C", "C", "C", "O", "H", "H", "H", "H", "H", "H", "O", "C", "C", "C", "C", "O", "H", "H", "H", "H", "H", "H", "O", "C", "C", "C", "C", "O", "H", "H", "H", "H", "H", "H", "O", "C", "C", "C", "C", "O", "H", "H", "H", "H", "H", "H"],
  "coordinates": [[-0.6430, 3.9299, -2.2259], [-1.0290, 2.7773, -2.0594], [-1.4778, 1.2843, -1.6427], [-2.7352, 1.4665, -0.7036], [-3.9134, 1.3497, -1.5159], [-4.6118, 0.1340, -1.3327], [-3.5451, -1.3541, -1.3081], [-5.5656, -0.0217, -2.5904], [-6.9178, 0.7481, -2.4303], [-7.8476, 0.0526, -1.3619], [-6.7498, 2.3050, -2.2105], [-0.3661, 0.6071, -1.0303], [-0.0034, -0.5954, -1.7159], [0.5166, -0.3877, -3.1858], [1.3818, 0.9272, -3.3753], [-0.4277, 4.9970, -2.0770], [-1.8368, 0.8181, -2.5898], [-2.7277, 0.8237, 0.2059], [-2.7119, 2.5270, -0.3338], [-5.2010, 0.1476, -0.3815], [-4.9819, 0.3704, -3.4684], [-5.7058, -1.1146, -2.7875], [-7.4520, 0.6461, -3.4159], [-7.7364, 0.4476, -0.3289], [-8.9045, 0.1439, -1.7299], [-7.6208, -1.0471, -1.4191], [-5.7701, 2.5957, -2.6802], [-6.6448, 2.5502, -1.1270], [-7.5420, 2.8887, -2.7313], [0.8440, -1.0599, -1.1416], [-0.8088, -1.3722, -1.7338], [1.0090, -1.2940, -3.6145], [-0.4031, -0.2273, -3.8188], [1.7315, 1.3013, -2.3816], [2.2937, 0.7276, -3.9866], [0.7884, 1.7302, -3.8802], [-7.6825, 0.6284, 2.1902], [-7.1244, -0.4164, 2.3722], [-6.2042, -0.7452, 3.5243], [-5.5096, -2.0029, 3.0297], [-6.5579, -2.6148, 2.1227], [-7.2751, -1.5009, 1.5667], [-6.8055, -0.9341, 4.4157], [-5.4979, 0.0628, 3.7031], [-5.1879, -2.6715, 3.8279], [-4.6276, -1.7290, 2.4446], [-7.2643, -3.2448, 2.6695], [-6.1126, -3.1998, 1.3187], [3.3634, 3.9464, 3.8922], [2.6187, 3.9249, 2.9533], [1.8092, 5.0902, 2.4264], [0.8057, 4.3856, 1.5324], [1.5520, 3.1666, 1.0775], [2.4154, 2.8242, 2.1770], [2.4654, 5.7544, 1.8605], [1.3250, 5.6317, 3.2362], [0.4511, 4.9999, 0.7051], [-0.0635, 4.0895, 2.1257], [2.1654, 3.3523, 0.1921], [0.8671, 2.3459, 0.8655], [4.3848, -0.2115, -6.1105], [3.8903, 0.7081, -6.6962], [4.0748, 1.0358, -8.1594], [3.5658, 2.4657, -8.2334], [2.5394, 2.5011, -7.1182], [3.0326, 1.5931, -6.1215], [3.4647, 0.3542, -8.7552], [5.1213, 0.9635, -8.4470], [3.1547, 2.7372, -9.2055], [4.3816, 3.1573, -8.0084], [1.5557, 2.1558, -7.4472], [2.4375, 3.4961, -6.6865], [5.9922, -2.3289, 5.0753], [5.4675, -1.4343, 4.4695], [5.6372, -1.1377, 2.9983], [5.0884, 0.2759, 2.8919], [4.0668, 0.3090, 4.0089], [4.5914, -0.5638, 5.0255], [5.0441, -1.8508, 2.4220], [6.6845, -1.1882, 2.7080], [4.6661, 0.5124, 1.9158], [5.8851, 0.9955, 3.0966], [3.0922, -0.0717, 3.6922], [3.9388, 1.3110, 4.4160], [5.0420, -6.1251, 2.9783], [5.3106, -6.3649, 4.1216], [5.2993, -5.3792, 5.2650], [6.0817, -6.1227, 6.3347], [5.7905, -7.5723, 6.0005], [5.6344, -7.6070, 4.5746], [4.2661, -5.1977, 5.5681], [5.7868, -4.4476, 4.9853], [5.8026, -5.8512, 7.3527], [7.1491, -5.9217, 6.2140], [4.8642, -7.9274, 6.4608], [6.6054, -8.2335, 6.2941]],
  "atomic_forces_ev_per_a": [[-0.84, -1.19, 1.06], [0.37, -0.25, 0.54], [0.52, 2.05, -0.57], [0.54, 1.36, 0.21], [0.47, -1.37, 0.95], [-1.49, 0.44, -1.37], [-0.09, 0.41, 0.23], [0.61, 0.33, 0.36], [-0.57, 0.09, -0.27], [0.05, -0.32, -1.22], [1.13, -0.62, -0.38], [-1.22, 0.13, -0.88], [1.46, -1.43, -0.66], [-1.08, 1.29, -0.49], [0.35, -0.55, 0.21], [-0.11, -1.15, -0.60], [0.39, 0.01, 0.84], [0.04, 0.05, -0.93], [-0.15, -0.96, -0.29], [0.70, -0.20, -0.56], [-0.49, -0.24, 0.81], [-0.22, 0.96, 0.31], [0.61, -0.07, 0.78], [-0.12, -0.35, -0.74], [0.82, 0.13, 0.73], [-0.25, 0.93, 0.47], [-0.94, -0.07, 0.37], [-0.37, -0.04, -0.80], [0.37, -0.45, 0.74], [-0.80, 0.71, -0.18], [0.34, 0.87, 0.16], [-0.29, 0.63, 0.74], [0.82, -0.38, 0.40], [-0.35, -0.17, -0.77], [-0.83, 0.14, 0.45], [0.56, -0.67, 0.54], [0.05, -0.27, -0.36], [-0.33, 0.41, 0.33], [0.44, -0.30, -0.20], [0.33, -0.07, 0.24], [0.12, -0.38, -0.04], [0.08, 0.26, 0.10], [-0.01, 0.14, -0.01], [-0.29, 0.14, 0.13], [-0.05, -0.03, -0.08], [-0.04, -0.06, 0.01], [-0.01, 0.05, -0.02], [-0.20, 0.11, -0.10], [-0.11, -0.45, -0.18], [0.41, 0.33, 0.20], [-0.41, -0.27, -0.11], [-0.55, 0.68, -0.06], [-0.16, -0.42, -0.43], [0.09, 0.19, 0.31], [0.05, 0.02, 0.13], [0.32, 0.09, 0.04], [0.00, -0.09, -0.01], [0.02, 0.00, -0.06], [0.02, -0.02, 0.05], [0.31, -0.19, 0.04], [-0.22, 0.33, 0.25], [0.16, -0.64, -0.06], [0.05, 0.57, -0.07], [0.10, 0.16, -0.37], [-0.20, 0.28, -0.07], [0.25, -0.08, -0.14], [0.11, -0.08, 0.04], [-0.08, -0.33, 0.03], [-0.05, 0.01, 0.08], [-0.07, -0.01, 0.00], [0.03, -0.02, 0.02], [-0.04, -0.16, 0.19], [-0.15, 0.42, 0.27], [0.06, -0.47, -0.09], [0.05, 0.55, -0.07], [0.11, 0.13, -0.37], [-0.27, 0.45, -0.10], [0.29, -0.28, 0.00], [0.12, -0.10, 0.05], [-0.07, -0.34, 0.03], [-0.07, 0.02, 0.10], [-0.08, 0.00, 0.00], [0.04, -0.03, 0.02], [-0.03, -0.15, 0.16], [0.19, -0.43, 0.08], [-0.45, 0.42, -0.26], [0.54, -0.15, 0.23], [0.05, 0.23, 0.31], [0.10, -0.13, 0.29], [0.03, 0.10, -0.20], [0.01, 0.08, -0.11], [-0.37, -0.05, -0.10], [0.01, -0.08, -0.03], [-0.05, -0.02, 0.03], [0.01, 0.01, -0.04], [-0.09, -0.10, -0.21]]
}



[2]
{
  "formula": "C2H5O2S",
  "method": "wB97M-V/def2-TZVPD",
  "total_charge": 0,
  "de_lowest_ev": 1.162,
  "gap_ev": [11.22, 6.15],
  "energy_ha": -627.782135,
  "spin_multiplicity": 2,
  "species": ["S", "H", "O", "C", "O", "C", "H", "H", "H", "H"],
  "coordinates": [[1.7912, 0.7302, 1.3056], [1.9218, 1.8819, 1.9766], [-2.3018, 0.0535, -0.2140], [-1.1078, 0.1449, -0.3239], [-0.4510, 1.2872, -0.1917], [-0.2594, -1.0625, -0.7122], [0.5110, 1.1047, 0.5445], [0.5450, -0.7826, -1.3919], [-0.8891, -1.8387, -1.1383], [0.2403, -1.5185, 0.1455]],
  "atomic_forces_ev_per_a": [[0.84, -0.33, 0.33], [-0.10, 0.14, -0.07], [0.02, 0.76, -0.01], [0.22, -2.12, -0.43], [0.82, 0.92, 1.17], [0.23, 0.02, 0.17], [-1.65, 0.23, -1.14], [-0.16, 0.05, -0.16], [-0.07, 0.14, -0.11], [-0.15, 0.19, 0.24]]
}



[3]
{
  "formula": "C37H33AsCl2N2O4S4Ti",
  "method": "wB97M-V/def2-TZVPD",
  "total_charge": 2,
  "de_lowest_ev": 0.317,
  "gap_ev": 6.92,
  "energy_ha": -7438.237772,
  "spin_multiplicity": 1,
  "species": ["Ti", "C", "N", "C", "C", "N", "C", "S", "H", "H", "H", "H", "H", "H", "H", "H", "Cl", "C", "Cl", "C", "O", "O", "H", "O", "C", "C", "C", "C", "C", "S", "C", "C", "C", "C", "S", "C", "C", "C", "C", "S", "H", "H", "H", "H", "H", "H", "H", "H", "H", "O", "As", "C", "C", "C", "C", "C", "C", "C", "C", "C", "C", "C", "C", "C", "C", "C", "C", "C", "C", "H", "H", "H", "H", "H", "H", "H", "H", "H", "H", "H", "H", "H", "H", "H"],
  "coordinates": [[-0.6136, 1.4595, -0.3708], [3.9530, 4.6620, -0.2677], [3.9121, 3.2221, -0.4449], [5.1389, 2.4236, -0.3656], [4.6497, 0.9997, -0.6782], [3.1953, 1.1669, -0.6502], [2.8452, 2.4575, -0.6103], [1.2646, 3.1050, -0.8094], [4.5582, 5.1108, -1.0548], [4.3925, 4.8988, 0.7017], [2.9461, 5.0646, -0.3144], [5.5679, 2.5081, 0.6342], [5.8687, 2.7901, -1.0863], [4.9721, 0.2833, 0.0751], [4.9805, 0.6528, -1.6568], [2.5404, 0.4737, -0.9691], [-1.3667, 5.6668, 1.4896], [-2.5773, 4.5283, 0.8917], [-3.7050, 4.0130, 2.1312], [-1.8051, 3.3580, 0.3391], [-1.5541, 3.2556, -0.8788], [-1.3363, 2.4392, 1.1259], [-3.1197, 4.9973, 0.0761], [-1.9778, 0.5029, -0.8329], [-2.8256, -0.1540, -1.8282], [-2.1669, 0.1421, -3.1575], [-2.6240, 0.0329, -4.4290], [-1.6712, 0.4675, -5.4013], [-0.5033, 0.8894, -4.8605], [-0.5302, 0.6898, -3.1546], [-2.8006, -1.6308, -1.5371], [-1.7584, -2.4849, -1.7743], [-2.0442, -3.8160, -1.3904], [-3.3031, -3.9406, -0.8775], [-4.1377, -2.4587, -0.8547], [-4.1777, 0.4984, -1.6422], [-5.1079, 0.8913, -2.5561], [-6.2633, 1.4632, -1.9563], [-6.1788, 1.5055, -0.6015], [-4.7077, 0.8474, -0.0377], [-3.5972, -0.3529, -4.6906], [-1.8551, 0.4645, -6.4655], [0.3828, 1.2470, -5.3578], [-0.8382, -2.1750, -2.2514], [-1.3657, -4.6482, -1.5108], [-3.7912, -4.8394, -0.5353], [-4.9909, 0.7997, -3.6231], [-7.1109, 1.8317, -2.5141], [-6.9027, 1.8910, 0.0985], [0.5999, 0.0923, -0.0373], [0.8587, -1.0662, 1.2370], [-0.7939, -1.7017, 1.9084], [-0.9180, -3.0740, 2.1034], [-2.0684, -3.5718, 2.6979], [-3.0812, -2.7077, 3.0839], [-2.9559, -1.3395, 2.8768], [-1.8087, -0.8286, 2.2949], [1.8484, -0.1220, 2.5476], [3.2395, -0.1849, 2.5452], [3.9537, 0.5666, 3.4659], [3.2813, 1.3807, 4.3685], [1.8939, 1.4439, 4.3632], [1.1697, 0.6867, 3.4563], [1.9071, -2.4179, 0.4215], [2.6003, -3.3261, 1.2197], [3.3540, -4.3214, 0.6159], [3.4135, -4.4021, -0.7696], [2.7212, -3.4936, -1.5589], [1.9607, -2.4961, -0.9670], [-0.1441, -3.7619, 1.7866], [-2.1720, -4.6370, 2.8533], [-3.9769, -3.1010, 3.5459], [-3.7511, -0.6674, 3.1698], [-1.7297, 0.2435, 2.1603], [3.7667, -0.8210, 1.8448], [5.0338, 0.5078, 3.4884], [3.8420, 1.9610, 5.0891], [1.3745, 2.0726, 5.0733], [0.0868, 0.7240, 3.4755], [2.5654, -3.2639, 2.3015], [3.8941, -5.0314, 1.2271], [4.0023, -5.1802, -1.2365], [2.7673, -3.5663, -2.6373], [1.4052, -1.7966, -1.5809]],
  "atomic_forces_ev_per_a": [[0.45, -0.19, -1.03], [0.00, -0.01, 0.00], [0.00, 0.00, -0.02], [0.00, 0.01, 0.00], [-0.01, 0.00, 0.02], [0.00, 0.05, -0.09], [0.01, 0.00, 0.03], [-0.15, -0.18, -0.06], [0.00, 0.01, 0.01], [0.00, 0.01, 0.00], [0.00, 0.01, 0.00], [-0.01, 0.00, 0.01], [0.01, -0.01, 0.01], [0.01, -0.01, -0.03], [0.00, 0.02, -0.01], [-0.01, -0.03, 0.05], [0.05, 0.03, 0.03], [-0.06, -0.03, -0.11], [-0.01, 0.00, 0.02], [-0.04, 0.09, 0.20], [-0.13, 0.17, 0.06], [-0.03, -0.01, 0.16], [-0.02, 0.03, 0.04], [0.16, -0.21, -0.01], [0.04, 0.24, 0.10], [-0.07, -0.02, -0.11], [0.02, -0.01, 0.02], [0.04, 0.00, 0.02], [0.09, 0.00, -0.04], [-0.19, 0.06, 0.20], [-0.03, -0.03, 0.03], [0.01, 0.03, -0.06], [-0.03, -0.05, 0.05], [0.04, -0.04, -0.02], [0.00, 0.03, 0.06], [-0.01, -0.01, -0.13], [0.02, -0.01, 0.02], [0.00, 0.00, 0.02], [-0.04, 0.01, -0.02], [0.03, 0.00, 0.07], [0.00, 0.00, 0.00], [-0.01, -0.01, 0.00], [-0.01, 0.01, 0.01], [-0.01, -0.01, 0.00], [0.01, 0.01, -0.01], [0.00, 0.00, 0.00], [0.00, 0.00, 0.00], [0.00, 0.00, 0.00], [0.01, 0.00, 0.00], [-0.17, -0.05, 0.67], [0.11, 0.13, -0.23], [0.00, -0.09, 0.01], [-0.09, -0.05, -0.04], [0.00, 0.00, -0.01], [-0.01, 0.00, -0.01], [-0.01, 0.00, -0.02], [-0.03, 0.06, 0.02], [0.04, 0.02, 0.08], [0.03, 0.03, 0.00], [-0.02, 0.00, -0.01], [0.00, 0.00, 0.00], [0.01, 0.01, 0.01], [-0.02, -0.01, 0.02], [0.02, -0.06, 0.05], [0.04, -0.01, 0.02], [-0.02, 0.02, -0.01], [0.01, -0.01, 0.02], [-0.01, 0.00, -0.02], [-0.04, 0.01, -0.02], [0.04, 0.04, -0.01], [0.00, 0.00, 0.00], [0.00, 0.00, 0.00], [0.00, 0.00, 0.01], [0.02, 0.02, -0.05], [-0.03, -0.03, 0.00], [0.01, 0.00, 0.00], [0.00, 0.00, 0.00], [0.00, 0.00, 0.00], [0.04, -0.01, 0.00], [-0.02, 0.02, 0.00], [0.00, 0.00, 0.00], [0.00, 0.00, 0.00], [0.00, 0.00, 0.00], [0.01, 0.02, 0.02]]
}



[4]
{
  "formula": "C29H22Cl2N2O9ReS",
  "method": "wB97M-V/def2-TZVPD",
  "total_charge": -2,
  "de_lowest_ev": 0.711,
  "gap_ev": [4.71, 6.12],
  "energy_ha": -3302.033533,
  "spin_multiplicity": 2,
  "species": ["Re", "O", "C", "O", "C", "C", "C", "C", "C", "N", "C", "O", "O", "H", "H", "H", "Cl", "C", "C", "C", "Cl", "C", "O", "C", "C", "O", "C", "H", "H", "H", "C", "C", "C", "C", "C", "C", "C", "C", "N", "H", "H", "H", "H", "H", "H", "H", "H", "H", "C", "C", "C", "C", "C", "C", "C", "S", "O", "O", "O", "H", "H", "H", "H", "H", "H", "H"],
  "coordinates": [[-0.2854, -0.7125, -0.5739], [2.1309, -0.0001, -3.8752], [1.5653, -0.0807, -2.7898], [0.9159, -1.0939, -2.3294], [1.6997, 1.0305, -1.7766], [2.5482, 2.1173, -1.8773], [2.7556, 2.9186, -0.7627], [2.1645, 2.5703, 0.4494], [1.3299, 1.4762, 0.4928], [1.0522, 0.7809, -0.6248], [0.7667, 0.8261, 1.7317], [0.8406, 1.3798, 2.8204], [0.3000, -0.3491, 1.4819], [3.0486, 2.2862, -2.8214], [3.4130, 3.7780, -0.8212], [2.3552, 3.1021, 1.3718], [-4.1479, -1.9783, 5.7791], [-3.5092, -1.3556, 4.2669], [-3.5245, 0.0336, 4.0467], [-3.0395, 0.5448, 2.8821], [-3.0691, 2.2617, 2.6173], [-2.4748, -0.2775, 1.8354], [-2.0267, 0.2177, 0.7774], [-2.5108, -1.6828, 2.1066], [-2.0780, -2.6296, 1.1254], [-1.5802, -2.4076, 0.0199], [-3.0181, -2.1965, 3.3139], [-3.9175, 0.6981, 4.8045], [-2.2358, -3.6870, 1.3919], [-3.0092, -3.2678, 3.4766], [-2.1701, -2.0972, -3.6355], [-2.8645, -0.7681, -3.5891], [-3.8845, -0.4382, -4.4651], [-4.5159, 0.8022, -4.4167], [-4.1017, 1.7315, -3.4657], [-3.0884, 1.4489, -2.5653], [-2.6168, 2.4557, -1.5586], [-2.4591, 0.1767, -2.6113], [-1.4743, -0.1232, -1.7546], [-2.5406, -2.6976, -4.4695], [-2.3207, -2.6525, -2.7060], [-1.0891, -1.9725, -3.7330], [-4.1897, -1.1710, -5.2066], [-5.3128, 1.0419, -5.1110], [-4.5770, 2.7075, -3.4213], [-3.2229, 3.3632, -1.6078], [-1.5717, 2.7245, -1.7440], [-2.6525, 2.0476, -0.5469], [5.5941, 1.6870, 2.0771], [4.7084, 0.4930, 1.8386], [3.9228, -0.0268, 2.8588], [3.0757, -1.1048, 2.6318], [3.0199, -1.6754, 1.3742], [3.8063, -1.1769, 0.3420], [4.6415, -0.0991, 0.5776], [1.8597, -2.9752, 1.0026], [1.0664, -3.2069, 2.1881], [2.6560, -4.0912, 0.5396], [1.0862, -2.3913, -0.1274], [5.1911, 2.3198, 2.8695], [5.6848, 2.2920, 1.1728], [6.6025, 1.3849, 2.3749], [3.9228, 0.4517, 3.8320], [2.4061, -1.4653, 3.4010], [3.7234, -1.6133, -0.6462], [5.2248, 0.3151, -0.2386]],
  "atomic_forces_ev_per_a": [[-0.55, 0.56, -0.19], [-0.01, 0.07, 0.00], [-0.11, -0.20, 0.11], [-0.04, 0.08, 0.14], [0.03, 0.08, 0.06], [0.00, -0.04, -0.05], [0.04, 0.06, 0.01], [-0.04, -0.06, 0.03], [0.04, 0.02, -0.02], [0.03, -0.14, -0.30], [-0.13, -0.06, 0.06], [0.03, 0.01, -0.03], [0.27, 0.09, 0.01], [-0.01, 0.00, 0.00], [0.00, -0.01, -0.01], [0.00, 0.00, 0.00], [0.01, 0.01, -0.02], [-0.01, 0.05, 0.00], [-0.02, -0.04, 0.07], [0.04, 0.03, -0.11], [0.00, -0.03, 0.01], [-0.09, -0.13, 0.15], [0.09, 0.06, -0.13], [0.01, -0.05, 0.10], [0.10, 0.02, -0.12], [0.00, -0.29, -0.11], [0.01, 0.01, -0.03], [0.00, 0.00, 0.00], [-0.03, 0.00, 0.00], [0.01, 0.00, 0.00], [0.02, -0.03, -0.01], [-0.03, -0.06, -0.06], [0.02, -0.01, 0.02], [0.01, 0.00, 0.01], [0.00, 0.00, 0.01], [-0.06, 0.02, -0.03], [-0.01, 0.01, 0.01], [0.11, 0.10, 0.09], [0.37, -0.11, 0.17], [-0.01, 0.00, 0.00], [0.00, 0.01, 0.01], [-0.01, 0.02, 0.00], [0.00, 0.00, 0.00], [0.00, 0.00, 0.00], [0.00, 0.00, -0.01], [0.01, 0.00, 0.00], [0.01, 0.00, 0.01], [0.01, 0.00, -0.01], [0.01, 0.02, 0.01], [-0.02, -0.02, -0.02], [-0.02, 0.01, 0.01], [0.02, 0.01, -0.01], [-0.01, 0.02, 0.05], [-0.03, -0.01, 0.00], [0.03, 0.02, 0.00], [-0.11, 0.19, -0.17], [0.02, -0.07, 0.04], [0.03, -0.06, 0.02], [-0.01, -0.16, 0.25], [0.00, -0.01, 0.00], [0.00, 0.00, 0.00], [0.00, 0.00, 0.00], [0.00, 0.00, 0.00], [0.00, 0.00, 0.00], [0.00, 0.00, 0.00], [0.00, 0.00, 0.00]]
}